ORCA calculation (ωB97M-V with the def2-TZVPD basis set) on a structure of composition C30H29Cl3CrN5S2 at a distorted geometry.

XYZ file:
```
70
Properties=species:S:1:pos:R:3:mulliken_spin:R:1
Cr -0.633 0.059 0.485 1.065
C 0.503 -1.902 -1.587 0.015
N -0.756 -1.830 -0.824 -0.043
C -0.861 -3.022 0.067 0.010
C -0.405 -2.749 1.488 -0.002
N -1.096 -1.565 2.026 -0.001
C -2.527 -1.887 2.258 0.000
C -0.582 -1.110 3.318 -0.003
C -0.166 -1.992 4.305 0.000
C 0.183 -1.521 5.562 -0.001
C 0.084 -0.162 5.836 0.000
C -0.326 0.718 4.849 0.002
C -0.649 0.261 3.570 -0.001
S -1.172 1.363 2.309 -0.054
C -1.905 -1.812 -1.732 0.019
C -1.993 -2.722 -2.780 -0.003
C -3.101 -2.736 -3.610 0.005
C -4.134 -1.834 -3.379 -0.002
C -4.055 -0.943 -2.327 0.002
C -2.940 -0.920 -1.478 -0.009
S -2.886 0.173 -0.119 0.007
H 0.570 -2.832 -2.157 0.003
H 1.344 -1.842 -0.901 -0.001
H 0.556 -1.055 -2.264 0.001
H -0.256 -3.841 -0.337 0.000
H -1.894 -3.361 0.060 0.000
H 0.667 -2.574 1.520 -0.004
H -0.611 -3.645 2.086 0.000
H -2.591 -2.725 2.962 0.000
H -3.030 -2.128 1.328 -0.004
H -3.017 -1.014 2.679 0.001
H -0.116 -3.055 4.104 0.000
H 0.515 -2.213 6.324 0.000
H 0.336 0.213 6.819 0.000
H -0.395 1.780 5.052 0.001
H -1.194 -3.430 -2.960 0.000
H -3.155 -3.442 -4.428 0.000
H -5.003 -1.827 -4.024 0.000
H -4.854 -0.238 -2.139 0.001
C 4.030 -0.094 -1.809 0.000
N 2.756 0.336 -1.237 0.002
C 2.123 1.184 -1.947 0.003
C 0.843 1.802 -1.706 0.009
C 0.509 2.948 -2.408 0.001
C -0.672 3.462 -1.847 -0.002
C -1.022 2.589 -0.846 0.010
N -0.135 1.553 -0.736 -0.023
C 5.099 0.979 -1.927 0.000
C 5.009 2.201 -1.270 0.000
C 6.028 3.139 -1.383 0.000
C 7.149 2.870 -2.153 0.000
C 7.245 1.653 -2.816 0.000
C 6.226 0.721 -2.703 0.000
H 3.879 -0.529 -2.805 0.000
H 4.424 -0.900 -1.184 0.000
H 2.579 1.565 -2.872 -0.001
H 1.092 3.369 -3.213 0.000
H -1.209 4.351 -2.131 0.000
H -1.885 2.643 -0.205 0.000
H 4.135 2.425 -0.673 0.000
H 5.940 4.087 -0.868 0.000
H 7.938 3.605 -2.245 0.000
H 8.110 1.434 -3.429 0.000
H 6.303 -0.224 -3.231 0.000
Cl 3.190 0.248 4.132 0.000
C 3.354 -0.609 2.603 -0.002
Cl 4.743 -0.021 1.701 0.002
Cl 3.490 -2.359 2.875 0.001
C 2.141 -0.380 1.816 0.065
N 1.182 -0.214 1.217 -0.067
```

The energy relative to the best compared isomer or geometry (same formula, charge and spin) is 47.3 kJ/mol. As for the spin multiplicity: 2. As for the charge: 0. The calculation puts the gap between HOMO and LUMO (alpha / beta) at 0.2324 / 0.2463 hartree. As for the LUMO energy (alpha / beta): -0.779 / -0.418 eV. Its total energy is -4655.7542 hartree.


ORCA calculation (ωB97M-V with the def2-TZVPD basis set) on a cluster of 2 separate species, C3H12N2 in total at a distorted geometry.

XYZ file:
```
17
Properties=species:S:1:pos:R:3:mulliken_spin:R:1
C 1.884 0.417 0.767 0.149
C 0.350 0.320 0.890 0.025
C -0.309 1.676 1.105 0.008
N -0.159 -0.315 -0.316 0.771
H 2.270 0.836 1.696 0.015
H 2.343 -0.559 0.607 -0.005
H 2.186 1.072 -0.051 0.000
H 0.113 -0.353 1.720 0.020
H -1.390 1.574 1.170 -0.001
H 0.054 2.124 2.026 -0.001
H -0.052 2.364 0.296 -0.002
H 0.370 -1.179 -0.514 -0.010
H -0.068 0.296 -1.136 -0.006
N -1.645 -2.111 -2.165 0.054
H -2.272 -1.713 -2.854 -0.003
H -1.631 -1.461 -1.380 -0.013
H -2.045 -2.987 -1.860 -0.002
```

The energy relative to the best compared isomer or geometry (same formula, charge and spin) is 0.0 kJ/mol. As for the spin multiplicity: 2. As for the charge: +1. The calculation puts the gap between HOMO and LUMO (alpha / beta) at 0.4028 / 0.1862 hartree. As for the LUMO energy (alpha / beta): -3.281 / -8.995 eV. Its total energy is -230.6718 hartree.


ORCA calculation (ωB97M-V with the def2-TZVPD basis set) on a structure of composition C70H89N5SSb2Si2Ti at a distorted geometry.

XYZ file:
```
170
Properties=species:S:1:pos:R:3:lowdin_charge:R:1
Ti 0.593 0.180 -1.201 0.557
C -2.187 -1.798 -4.273 -0.088
C -0.787 -1.169 -4.274 -0.395
C -0.657 -0.283 -5.519 -0.058
C 0.243 -2.294 -4.138 -0.154
C 0.276 -3.199 -5.194 -0.074
C 1.012 -4.369 -5.160 -0.099
C 1.613 -4.707 -3.962 -0.068
C 1.613 -3.842 -2.873 -0.139
C 2.006 -4.450 -1.537 -0.386
C 3.388 -5.108 -1.521 -0.072
C 0.923 -5.462 -1.134 -0.049
C 1.065 -2.531 -2.997 -0.181
N 1.402 -1.509 -2.084 -0.169
C 2.694 -1.546 -1.536 -0.233
C 3.163 -0.632 -0.668 -0.224
N 2.399 0.477 -0.208 -0.094
C 2.893 1.305 0.829 -0.174
C 3.536 0.829 2.011 -0.140
C 3.820 1.717 3.051 -0.066
C 3.509 3.063 2.986 -0.100
C 3.004 3.551 1.793 -0.075
C 2.738 2.717 0.713 -0.129
C 2.454 3.411 -0.611 -0.359
C 1.375 4.491 -0.523 -0.085
C 3.748 4.070 -1.110 -0.070
C 3.979 -0.615 2.225 -0.373
C 5.456 -0.776 1.839 -0.066
C 3.825 -1.091 3.682 -0.080
H -2.952 -1.034 -4.440 0.071
H -2.391 -2.289 -3.323 0.027
H -2.263 -2.542 -5.073 0.075
H -0.710 -0.521 -3.397 0.020
H -0.767 -0.873 -6.436 0.076
H 0.288 0.255 -5.567 0.043
H -1.453 0.469 -5.503 0.074
H -0.306 -2.969 -6.081 0.101
H 1.055 -5.030 -6.016 0.085
H 2.072 -5.686 -3.851 0.098
H 2.010 -3.674 -0.787 0.080
H 3.427 -5.977 -2.187 0.064
H 3.616 -5.456 -0.507 0.071
H 4.175 -4.409 -1.826 0.070
H 0.890 -6.297 -1.843 0.075
H -0.060 -4.983 -1.125 0.082
H 1.116 -5.860 -0.131 0.074
H 3.398 -2.268 -1.927 0.110
H 4.212 -0.684 -0.423 0.089
H 4.290 1.335 3.955 0.103
H 3.698 3.718 3.832 0.093
H 2.856 4.622 1.675 0.100
H 2.131 2.669 -1.336 0.064
H 0.542 4.166 0.095 0.002
H 1.780 5.419 -0.101 0.065
H 0.998 4.719 -1.524 0.070
H 4.009 4.906 -0.452 0.074
H 3.612 4.457 -2.125 0.083
H 4.587 3.376 -1.117 0.069
H 3.386 -1.261 1.585 0.093
H 6.074 -0.167 2.506 0.079
H 5.651 -0.444 0.819 0.065
H 5.772 -1.822 1.929 0.082
H 4.713 -0.846 4.275 0.071
H 3.695 -2.177 3.720 0.069
H 2.974 -0.625 4.176 0.061
C 2.597 -0.257 -4.764 -0.193
Si 2.065 0.895 -3.354 0.638
C 3.845 1.448 -2.924 -0.207
C 1.267 2.408 -4.211 -0.316
C 1.901 3.044 -5.294 -0.117
C 1.310 4.112 -5.959 -0.115
C 0.058 4.568 -5.547 -0.114
C -0.569 3.963 -4.465 -0.118
C 0.017 2.885 -3.780 -0.320
Si -0.871 2.119 -2.265 0.575
C -1.495 3.712 -1.372 -0.240
C -2.553 1.508 -2.934 -0.231
H 3.013 0.358 -5.574 0.031
H 1.833 -0.904 -5.184 -0.001
H 3.390 -0.910 -4.382 0.032
H 4.088 2.395 -3.427 0.026
H 4.548 0.683 -3.268 0.025
H 4.001 1.577 -1.854 -0.008
H 2.877 2.691 -5.628 0.088
H 1.820 4.589 -6.791 0.085
H -0.425 5.384 -6.074 0.086
H -1.541 4.339 -4.140 0.096
H -2.553 3.869 -1.615 0.026
H -0.942 4.603 -1.676 0.006
H -1.416 3.640 -0.280 -0.039
H -2.725 1.864 -3.959 0.028
H -3.369 1.875 -2.301 0.013
H -2.617 0.416 -2.928 -0.037
C 0.430 6.782 2.564 -0.203
C 0.178 5.683 3.608 -0.453
Sb -0.694 3.893 2.735 1.459
C -0.991 2.998 4.686 -0.439
C 0.290 2.364 5.249 -0.193
C -2.668 4.801 2.715 -0.435
C -3.754 3.980 2.001 -0.190
H 0.861 7.682 3.013 0.057
H -0.497 7.075 2.061 0.053
H 1.120 6.435 1.788 0.034
H -0.498 6.033 4.396 0.042
H 1.120 5.386 4.083 0.032
H -1.779 2.244 4.583 0.023
H -1.370 3.783 5.347 0.041
H 0.721 1.637 4.551 0.042
H 0.099 1.837 6.191 0.064
H 1.059 3.120 5.435 0.053
H -2.550 5.775 2.227 0.035
H -2.936 4.984 3.760 0.040
H -3.510 3.828 0.946 0.049
H -4.726 4.479 2.047 0.061
H -3.879 2.990 2.451 0.049
S -1.385 -1.354 -1.015 0.256
Sb -2.535 -2.285 0.875 1.197
C -4.608 -0.936 0.286 -0.302
C -5.072 -0.116 -0.753 -0.155
C -6.164 0.743 -0.605 -0.128
C -6.847 0.809 0.607 -0.148
C -6.418 0.009 1.664 -0.142
C -5.315 -0.834 1.491 -0.229
C -0.688 -3.422 1.671 -0.366
C 0.642 -3.108 1.384 -0.167
C 1.703 -3.735 2.040 -0.121
C 1.452 -4.679 3.031 -0.124
C 0.134 -4.972 3.376 -0.122
C -0.912 -4.338 2.708 -0.185
C -3.242 -3.983 -0.264 -0.372
C -2.916 -5.310 0.028 -0.136
C -3.435 -6.357 -0.731 -0.114
C -4.289 -6.094 -1.796 -0.123
C -4.612 -4.776 -2.105 -0.101
C -4.096 -3.732 -1.343 -0.145
H -4.563 -0.133 -1.719 0.067
H -6.482 1.370 -1.435 0.084
H -7.694 1.475 0.728 0.077
H -6.937 0.051 2.620 0.078
H -4.987 -1.444 2.344 0.046
H 0.850 -2.368 0.617 0.054
H 2.729 -3.506 1.765 0.092
H 2.273 -5.177 3.537 0.086
H -0.073 -5.691 4.165 0.088
H -1.940 -4.558 3.008 0.084
H -2.237 -5.537 0.841 0.071
H -3.163 -7.381 -0.494 0.088
H -4.700 -6.908 -2.382 0.085
H -5.262 -4.562 -2.947 0.092
H -4.355 -2.706 -1.584 0.069
N -1.383 -3.007 8.646 0.131
C -1.320 -2.500 7.623 -0.187
C -1.243 -1.838 6.333 -0.237
C -0.090 -1.908 5.569 -0.010
C -0.015 -1.248 4.358 -0.003
C -1.082 -0.511 3.893 -0.202
C -2.251 -0.466 4.633 -0.005
C -2.328 -1.129 5.848 -0.017
N -1.014 0.167 2.651 0.008
C -2.102 0.752 2.013 -0.143
C -1.629 1.197 0.844 -0.241
N -0.270 0.913 0.714 -0.049
C 0.061 0.298 1.819 -0.144
H 0.747 -2.502 5.911 0.123
H 0.866 -1.353 3.753 0.093
H -3.113 0.075 4.268 0.109
H -3.245 -1.104 6.424 0.120
H -3.110 0.740 2.397 0.106
H -2.196 1.683 0.065 0.084
H 1.059 -0.028 2.067 0.127
```

As for the charge: -2. The calculation puts the gap between HOMO and LUMO at 0.1907 hartree. As for the LUMO energy: 3.724 eV. Its total energy is -5301.7288 hartree.


ORCA calculation (ωB97M-V with the def2-TZVPD basis set) on a cluster of 2 separate species, C5H8O2 in total at a distorted geometry.

XYZ file:
```
15
Properties=species:S:1:pos:R:3:nbo_charge:R:1
C 0.968 -0.910 1.130 -0.725
C 0.669 0.306 0.302 0.680
C 1.155 0.288 -1.119 -0.726
O 0.289 1.348 0.831 -0.628
H 0.450 -0.856 2.083 0.243
H 2.043 -0.953 1.318 0.242
H 0.680 -1.815 0.600 0.235
H 0.798 -0.601 -1.633 0.239
H 0.812 1.173 -1.649 0.241
H 2.246 0.261 -1.117 0.241
C -2.174 -0.635 -0.549 -0.487
C -2.271 0.519 -0.202 0.363
O -2.157 1.684 0.315 -0.678
H -2.383 -1.603 -0.894 0.234
H -1.125 1.793 0.585 0.527
```

As for the SMILES: CC(C)=O.C#CO. The energy relative to the best compared isomer or geometry (same formula, charge and spin) is 264.9 kJ/mol. As for the charge: 0. The calculation puts the gap between HOMO and LUMO at 0.3554 hartree. As for the LUMO energy: 0.638 eV. Its total energy is -345.7041 hartree.